Molecular formula: C70H180N12O25
Method: DFT, ωB97M-V with the def2-TZVPD basis set

```
287
C70H180N12O25 | the Open Molecules 2025 dataset | ωB97M-V with the def2-TZVPD basis set
C -2.2906 3.5271 10.4273
C -3.5524 2.7863 9.8894
N -4.5403 -6.1888 -3.6921
C -0.8323 4.5489 -6.4546
H 4.5794 3.6222 -1.0894
C 5.2005 -8.7622 -1.6063
H -0.4200 3.1346 -8.0322
O -4.8495 -3.3408 -0.0919
H 7.4499 -4.4355 7.1526
C 3.9081 -3.9204 2.2723
H 3.0606 2.9639 -3.5721
O -0.7458 -0.2011 -3.4212
H 7.0494 -7.4823 -0.2873
C 1.1806 -8.0081 5.6981
C 0.7325 6.5640 -1.8587
C 6.0082 -7.2933 -0.0256
C -2.0177 0.1683 -3.9338
H 0.3906 -5.2840 2.4425
H -0.4697 6.4126 -0.1712
H 2.3104 -8.3878 -4.7502
H 0.3989 12.0266 -3.3538
H -6.5701 -6.3246 -3.1620
H -0.3565 2.7673 7.7744
H -0.6454 5.6383 10.4162
C -0.8939 -1.0102 -2.3189
H -1.0716 1.5411 -5.3152
H -0.2649 -0.9078 -11.1372
H -4.6131 -6.9551 -4.3460
C 1.2618 7.8962 1.4125
H 2.6751 4.0608 4.8900
H 0.0347 11.3395 -5.0051
C 3.3656 3.9882 -3.3577
H -1.9773 -0.2921 -9.9488
C 3.1648 5.7041 -6.7882
H -3.7822 -2.2225 -1.4952
O 1.3223 -2.7958 5.2279
H -6.5566 -2.8002 0.9073
H 4.7769 -0.6945 1.8958
H -2.7645 4.0927 -7.1576
H 0.8096 -2.3630 0.5176
H 3.0848 5.9471 -4.2349
H -7.9900 -4.9530 -7.2064
O 0.5962 -7.1849 6.7622
C 2.4685 -7.6207 -3.9922
H -2.4967 4.0312 11.3715
C 6.9657 -5.3242 6.7475
H 7.5438 -3.3283 4.9457
C 2.8226 4.9154 -4.4693
H 1.2130 5.9691 4.0032
C -0.3053 6.3616 -8.8842
H 0.9879 2.8560 0.6381
H 5.9298 -6.2725 0.3483
H 3.9292 -3.9115 7.2522
O -1.9791 4.4626 1.6587
H -1.2117 2.0897 6.3390
H -4.1032 4.0309 -5.4973
H 1.1154 7.9124 -4.0307
H -0.9852 -6.3220 0.8564
O 3.0691 6.0531 -9.1993
H 0.4709 -7.3029 -2.9717
N -6.6536 -4.2552 2.9778
C -0.4536 1.4358 0.8199
H -2.9699 4.3483 3.3733
C -1.8342 0.7634 -5.3575
H -2.6141 -5.6381 1.0630
H -2.7526 -0.6263 -3.8049
H -4.9995 -2.6286 1.7923
N 1.7725 2.7279 3.5026
H 4.9253 -7.9888 -3.5332
H 4.6708 5.1725 -8.3917
O 1.6066 -5.6816 -2.6499
H -4.5456 0.3332 9.0688
H -0.5651 -0.2653 -6.3663
C 3.2640 5.6172 -10.5085
C 3.5184 3.8474 -0.9807
H 0.8561 -5.5438 3.9813
H 0.7018 0.0667 -0.2225
H -0.4994 6.9524 -7.9890
H 1.5196 -8.9392 6.1522
H 1.2038 0.1295 1.4556
H 0.2956 -2.1874 2.2293
H -1.1513 -0.5327 -1.3735
H 7.2828 -4.9283 4.1417
O -5.0626 6.0551 2.7233
H -3.9464 6.2424 1.1022
H -6.8479 -6.5754 1.5059
C -3.2284 4.5877 2.3418
H -2.3897 1.0179 -3.3612
H -3.8506 4.1964 -1.2414
H -2.9092 3.2711 -3.6262
H 1.9784 -7.5782 5.0926
H -6.0489 -3.7069 3.5726
C -7.0602 -5.5000 -7.0502
H 4.6466 -9.3591 -0.8817
O 2.4209 -5.8468 2.6833
H 6.1195 1.5387 2.1402
H 2.2899 -2.0904 7.0094
H -0.0620 1.1180 7.1711
C 0.6245 -1.6312 5.0482
H -4.5290 -0.5416 6.9845
H -2.8623 -0.2304 7.4369
H 4.2295 4.2554 -5.8473
H 1.2055 -1.5960 -10.3873
C -3.8425 5.9926 2.1581
H 4.5895 -5.0683 3.6949
C 2.6363 -6.1366 7.7146
H 1.5108 -5.2646 6.2943
C -0.2836 11.4385 -3.9673
C 3.1578 -4.0741 6.4995
H 3.1897 -1.9495 5.6916
C 0.3320 0.1191 0.8015
H 1.7555 -8.0060 8.4140
O -2.2665 -6.4214 -0.8240
C -0.0176 -2.1271 1.1870
O 2.9491 4.5225 -2.0806
H 0.2179 -1.3196 6.0104
H -3.8433 3.7680 1.9700
O -3.3757 5.1663 -3.0326
C 6.8282 -4.1153 4.7077
H 6.3497 -5.6888 7.5695
H 0.7309 6.4929 -9.1960
H -1.1793 1.1574 -7.9523
H 0.5051 5.5919 -2.2964
C -1.8003 -5.7992 0.3560
C -5.8242 -4.6111 1.8461
O 5.4126 -7.3933 -1.2768
O 6.1286 -4.7884 5.7241
H -1.4244 1.2529 0.3593
H 0.7112 2.1358 -0.9504
C -1.7017 -0.7045 -8.9782
H -4.0206 2.2256 10.6984
H -7.0783 -6.2769 -7.8145
C -3.8596 -6.8941 -2.5251
H -0.3665 6.9547 -4.4259
C 1.4611 -7.0647 7.9498
C -6.5765 -5.6831 0.9419
H 3.1969 -6.9632 -4.4668
H 7.6469 -6.0215 6.2599
H -6.7783 -5.1332 3.4611
N 3.2787 4.5920 -5.7949
O 0.9805 7.9153 0.0430
H -2.2782 -0.1185 5.0562
C -3.1388 4.5103 -5.3293
C 1.2652 -5.1094 3.0692
O -0.3207 -1.1172 -8.9794
H -0.2302 -5.6469 -1.7751
H 0.9258 -4.3094 -1.3484
C -0.2073 4.1735 -7.7801
H -0.1619 4.2183 -5.6612
H 3.5646 -4.5533 5.6090
H 0.1004 -1.3525 -2.0324
H 1.9138 1.9128 4.0820
H 2.9649 2.9505 -0.7025
O -0.3164 10.0801 -3.4644
H 5.7233 -8.0252 0.7303
H -7.3011 -4.3733 -4.5213
C 0.2215 2.4788 -0.0390
C 0.1217 -1.5070 -10.3128
C 2.4324 -2.6333 6.0750
H 3.7833 6.5601 -6.5183
H 2.1465 6.0553 -6.6212
H -0.0972 8.4304 -2.0312
H -2.9723 -7.3773 -2.9343
H 4.9395 3.3279 2.3243
H -2.7465 1.3195 -5.5730
H 1.3119 -4.0238 3.1556
N 3.1163 -8.2013 -2.7597
H 1.0565 5.7335 0.0214
H 3.5497 4.3847 -0.0329
H -4.0234 -0.4372 4.7199
H -4.9277 -1.3188 -0.5389
H -0.2241 -2.5298 -10.4623
C -3.8007 0.2501 7.1600
H -1.4300 2.8837 10.6107
H -0.8251 5.6389 -6.4621
H 2.6878 2.7000 3.0766
H -2.3199 -1.5970 -8.8817
H -1.2535 1.1461 2.5110
H -1.5663 3.6183 1.8544
H -5.1242 1.5660 7.9400
H 4.4509 4.0876 -3.3744
C 3.5911 5.2009 -8.2449
H -0.8578 6.8913 -9.6602
N -0.7668 1.9559 2.1541
H 1.7713 6.7695 -2.1172
H 0.7727 -6.1787 -4.3258
H -3.2207 5.5638 -5.5968
H -1.5459 -1.8795 -2.4042
H 0.5122 -8.2751 4.8796
C 5.7815 -3.3788 3.8248
C -0.7096 9.0887 -4.3676
H -0.4062 5.6342 8.7053
H 4.2231 -3.3193 1.4194
C 3.1255 -5.1480 1.6395
O 4.6602 -0.1370 3.8798
H 3.8351 -5.7892 1.1165
H 2.9304 6.3665 -11.2263
C -1.8454 0.3261 -7.7213
H 3.2791 -5.9867 8.5820
H -0.8212 -2.8573 1.0913
H 2.7242 4.6833 -10.6654
C -6.4450 -5.0027 -4.7645
H 2.5095 -4.8498 0.7911
O 4.5106 2.5463 2.6805
O -3.5468 1.0485 6.0170
H -2.8122 0.8142 -7.8441
H -1.7844 8.9096 -4.3964
N -0.1301 7.5215 -2.4704
C -0.6593 4.9852 9.5437
C -5.8374 -5.5928 -3.5019
H 6.1976 -9.1261 -1.8541
C 0.5779 6.6246 -0.3849
H -3.0304 -4.9487 -1.9090
H -2.7555 2.3123 8.0802
C -3.2565 0.3233 4.8670
H -1.5056 -4.7951 0.0509
H 6.1529 -2.6802 3.0751
H 4.3160 5.4370 -10.7296
C -4.2348 1.0681 8.3262
H -3.3438 6.8261 2.6527
H -5.9798 -5.9781 0.0788
N 2.1105 -4.8987 7.0199
H 3.2988 -7.4211 -2.1449
N -3.1277 1.8145 8.8763
H -7.5245 -5.3237 0.5418
H -0.1719 -1.9069 4.3569
H 1.4832 8.8864 1.8109
H 0.1768 4.3267 9.7790
O -1.9165 4.3812 9.3605
H 5.1941 -2.7778 4.5189
H 0.7845 4.8797 2.6805
C 0.5334 -4.9564 -2.1330
H -3.3675 -1.8642 0.1667
C 0.0474 7.7851 -3.8538
H -0.3270 9.3815 -5.3454
H 2.1878 7.3421 1.5659
H -3.3906 5.9047 -1.1647
H -4.8812 -5.0773 2.1313
H -0.5033 3.2857 -0.1471
C 1.7478 3.8841 4.3450
H 4.8240 1.6446 0.9655
O 0.8466 2.5144 6.0726
H 3.1845 4.1946 -8.3460
C -5.5837 -3.2473 1.1112
H -4.2795 3.5318 9.5676
C -2.7051 4.3008 -3.9196
H -3.2419 0.9712 3.9906
H 3.3312 -3.2692 2.9290
C -3.1915 4.9556 -1.6624
N -2.2121 3.9233 -6.3292
N 5.0317 -4.3963 3.0842
H 4.3434 -9.7231 -3.4407
H -6.2212 -4.8857 -7.3769
H 4.1469 0.4046 4.4838
H 0.1091 2.0552 2.6471
H -5.6546 -4.3840 -5.1895
H 0.0608 -4.3382 -2.8963
C 1.5312 5.0874 3.4469
H -2.1517 4.6943 -1.4656
H -1.2522 11.9385 -3.9646
O -6.8059 -5.9872 -5.6995
C 0.6079 3.7268 5.4183
C 5.0452 1.4115 2.0070
H 0.8713 4.2294 -7.6329
H 1.7411 4.7962 -4.4053
H 1.2917 -0.8749 4.6348
H -0.3506 3.6487 4.9052
H 3.2834 0.1164 2.3972
C 1.2306 -6.7327 -3.5063
H 3.3224 -6.6473 7.0389
H 0.8563 -6.5864 8.7202
C -3.3419 -5.9064 -1.4919
H -1.6400 4.5000 -3.8009
H -5.0008 6.1200 3.6791
C -0.2681 2.1484 6.8815
H -4.2443 -5.6431 -0.9401
H 2.4590 5.3925 2.9629
H 0.4507 7.5388 2.0469
H -4.5642 -7.5913 -2.0717
C 4.4163 -8.7540 -2.9471
O -0.6135 -0.9248 0.9512
C -4.1961 -2.1254 -0.4915
H 0.6281 4.5274 6.1578
N -1.5742 -0.2402 -6.4004
O -0.6725 4.9652 -8.8700
C 4.3687 0.1177 2.4974
H -5.7742 -4.7612 -2.8001
```

Computed properties:
E_LUMO = 0.2 eV
Total charge = 0
HOMO = -7.93 eV